{
  "formula": "C29H29BCaN3O2",
  "method": "the ωB97M-V functional and the def2-TZVPD basis",
  "gap_ev": 6.5,
  "total_charge": -1,
  "e_homo_ev": -3.7,
  "e_tot_ha": -2139.906538,
  "de_lowest_kj_mol": 0.0,
  "elements": ["Ca", "C", "C", "N", "C", "C", "C", "C", "C", "C", "C", "N", "C", "C", "C", "C", "C", "C", "C", "C", "N", "C", "H", "H", "H", "H", "H", "H", "H", "H", "H", "H", "H", "H", "C", "C", "C", "C", "C", "H", "H", "H", "H", "H", "C", "C", "C", "O", "B", "O", "C", "C", "C", "H", "H", "H", "H", "H", "H", "H", "H", "H", "H", "H", "H"],
  "positions_angstrom": [[0.645603, -0.138028, -0.515344], [0.931889, -4.805426, 0.077347], [1.195722, -3.446133, -0.191860], [0.443529, -2.473675, 0.243238], [-0.658354, -2.758374, 1.011015], [-1.022945, -4.087643, 1.285731], [-0.177145, -5.111890, 0.800994], [-2.214809, -4.372665, 2.005302], [-2.995488, -3.329390, 2.398902], [-2.625911, -1.987322, 2.156049], [-1.457016, -1.642062, 1.498028], [-1.016307, -0.376088, 1.201228], [-1.334954, 0.683390, 1.993807], [-1.886520, 0.672634, 3.270828], [-2.134844, 1.856556, 3.998181], [-1.854711, 3.094159, 3.502278], [-1.251531, 3.170721, 2.217420], [-0.886310, 4.409567, 1.644257], [-0.262459, 4.458735, 0.437599], [0.025959, 3.239245, -0.209060], [-0.304593, 2.077588, 0.285000], [-0.969201, 2.005772, 1.485263], [1.595631, -5.569272, -0.305637], [2.049049, -3.166001, -0.801735], [-0.438029, -6.143770, 1.011792], [-2.488651, -5.401057, 2.205519], [-3.927458, -3.523954, 2.918108], [-3.291174, -1.199811, 2.481599], [-2.116570, -0.274787, 3.736401], [-2.568398, 1.765263, 4.988619], [-2.062912, 4.001278, 4.055604], [-1.113108, 5.318150, 2.192707], [0.026890, 5.396905, -0.016895], [0.559014, 3.232360, -1.155230], [0.441025, 0.086381, -3.288820], [-0.705289, 0.673061, -2.707348], [-1.509093, -0.368300, -2.170507], [-0.862404, -1.593813, -2.431319], [0.348847, -1.319679, -3.112361], [1.223713, 0.610995, -3.816594], [-0.943514, 1.726353, -2.695294], [-2.445669, -0.243400, -1.648041], [-1.229607, -2.573251, -2.162110], [1.054686, -2.048810, -3.482973], [4.774333, 1.984221, 3.080375], [4.210500, 0.712129, 2.474394], [5.268681, -0.382455, 2.492002], [3.889910, 0.975229, 1.097367], [2.707531, 0.290051, 0.717718], [2.148144, -0.253641, 1.919873], [2.851162, 0.268382, 3.071830], [2.021721, 1.419159, 3.618954], [2.936373, -0.842652, 4.100191], [5.725934, 2.216944, 2.596967], [4.958638, 1.874779, 4.155169], [4.102549, 2.829032, 2.932145], [6.124229, -0.036341, 1.909705], [4.892804, -1.294656, 2.026709], [5.608429, -0.619737, 3.504547], [1.894381, 2.210141, 2.875960], [2.480291, 1.855299, 4.512397], [1.026598, 1.050495, 3.877800], [3.424498, -1.727935, 3.696991], [1.927253, -1.122706, 4.408762], [3.485446, -0.515555, 4.990902]],
  "atomic_forces_ev_per_a": [[-1.2, -0.3, -0.9], [0.2, 0.1, -0.1], [0.0, -0.1, 0.0], [-0.4, -0.1, 0.6], [0.3, 0.4, -0.4], [-0.2, -0.2, 0.1], [-0.1, -0.1, 0.1], [0.2, 0.0, -0.1], [0.0, 0.4, 0.0], [-0.3, -0.2, 0.2], [0.4, 0.1, -0.3], [-0.3, -0.2, 0.6], [0.3, 0.1, -0.6], [-0.2, 0.2, 0.4], [0.0, -0.4, 0.0], [0.1, 0.0, -0.3], [-0.1, 0.3, 0.3], [-0.1, 0.1, 0.2], [0.1, -0.1, -0.2], [0.0, 0.2, 0.1], [-0.3, -0.3, 0.5], [0.3, -0.2, -0.5], [0.0, 0.0, 0.0], [0.0, 0.0, 0.0], [0.0, 0.0, 0.0], [0.0, 0.0, 0.0], [0.0, 0.0, 0.0], [0.0, -0.1, -0.1], [0.1, 0.1, 0.1], [0.0, 0.0, 0.0], [0.0, 0.0, 0.0], [0.0, 0.0, 0.0], [0.0, 0.0, 0.0], [0.0, 0.0, 0.0], [-0.2, -0.2, 0.1], [-0.1, -0.4, -0.1], [0.3, 0.1, -0.3], [0.2, 0.3, -0.2], [-0.2, 0.4, 0.1], [0.1, 0.0, 0.0], [0.0, 0.0, 0.0], [0.0, 0.0, 0.0], [0.0, 0.0, 0.1], [0.0, 0.0, 0.0], [0.2, 0.1, 0.1], [-0.2, 0.1, -0.1], [0.1, -0.1, 0.0], [-0.3, -0.2, 0.0], [1.3, 0.3, 0.9], [0.4, 0.3, -0.3], [-0.2, -0.3, -0.2], [-0.1, 0.2, 0.1], [0.0, 0.0, 0.3], [0.0, 0.0, 0.0], [0.0, 0.0, -0.1], [0.0, -0.1, 0.0], [0.0, 0.0, 0.0], [0.0, 0.0, 0.0], [0.0, 0.0, 0.0], [0.0, -0.1, 0.0], [-0.1, 0.0, 0.0], [0.0, 0.0, 0.0], [0.0, 0.0, 0.0], [0.0, 0.0, 0.0], [0.0, 0.0, 0.0]],
  "lowdin_charge": [1.19, -0.06, -0.14, 0.03, -0.13, -0.17, -0.03, -0.08, -0.10, -0.05, -0.22, -0.01, -0.23, -0.05, -0.11, -0.08, -0.18, -0.03, -0.06, -0.14, 0.05, -0.14, 0.10, 0.11, 0.11, 0.10, 0.10, 0.09, 0.09, 0.10, 0.09, 0.11, 0.10, 0.11, -0.23, -0.26, -0.23, -0.23, -0.22, 0.07, 0.07, 0.08, 0.08, 0.07, -0.02, -0.52, -0.03, -0.02, -0.53, -0.06, -0.50, -0.01, -0.02, 0.08, 0.09, 0.08, 0.09, 0.09, 0.08, 0.09, 0.09, 0.08, 0.08, 0.09, 0.09]
}